Below is one molecule with the formula C4H4N2O, with properties calculated with wB97M-V/def2-TZVPD.

The geometry in XYZ format:
```
11
Properties=species:S:1:pos:R:3
N -2.1751 -0.6759 0.0029
C -1.4066 0.2146 -0.3315
C -0.5655 1.1972 -0.6203
N 0.8334 1.1002 -0.6905
C 1.5083 0.2232 -0.0544
C 1.0109 -0.7717 0.9496
O 1.5782 -1.8248 1.1334
H -2.5012 -1.3016 -0.7332
H -0.9899 2.1347 -0.9647
H 2.5854 0.1866 -0.2347
H 0.1222 -0.4825 1.5434
```

## Properties
Structure (SMILES) = N=C=C/N=C\C=O
ΔE to the lowest compared entry with this formula, charge and spin = 63.8 kcal per mole
Largest force on an atom = 0.7 eV/A
Frontier orbital gap = 8.63 eV

Atomic partial charges in e from the Mulliken method, atoms 1 to 6: atom 1 (N): -0.504, atom 2 (C): 0.344, atom 3 (C): -0.314, atom 4 (N): -0.459, atom 5 (C): 0.095, atom 6 (C): -0.083